[1]
This record from the Open Molecules 2025 dataset describes a molecular structure, C17H17Cl2IMnN2O4 in a non-equilibrium geometry. The level of theory is ωB97M-V/def2-TZVPD.

```
! RIJCOSX wB97M-V def2-TZVPD def2/J DEFGRID3
* xyz 0 6
Mn -8.238 2.908 15.288
C -11.933 1.794 18.041
C -11.385 0.682 17.188
N -11.894 -0.517 17.346
C -11.292 -1.605 16.759
C -10.199 -1.447 15.959
C -9.626 -2.710 15.336
O -8.194 -2.664 15.173
C -9.793 -0.146 15.602
C -8.785 0.023 14.568
N -8.115 1.069 14.271
C -7.106 0.769 13.289
C -7.360 0.652 11.981
C -6.421 0.276 11.068
C -5.095 0.066 11.485
C -4.829 0.204 12.849
C -5.769 0.618 13.753
I -5.242 0.935 15.753
C -10.307 0.972 16.282
O -9.866 2.192 16.130
H -12.689 1.486 18.677
H -12.264 2.670 17.402
H -11.134 2.234 18.646
H -11.677 -2.542 16.983
H -10.062 -2.811 14.336
H -9.905 -3.531 15.919
H -7.723 -2.889 16.024
H -8.560 -0.850 14.004
H -8.375 0.884 11.657
H -6.649 0.202 9.986
H -4.357 -0.300 10.804
H -3.814 -0.001 13.216
Cl -8.853 6.773 16.198
C -10.341 7.713 16.142
Cl -10.264 9.392 16.622
H -11.089 7.313 16.755
H -10.622 7.645 15.097
C -6.884 5.829 13.071
C -7.466 4.747 13.909
O -8.463 4.073 13.537
O -6.879 4.499 15.008
H -7.640 6.655 12.935
H -6.692 5.513 12.060
H -6.004 6.243 13.568
*
```

Its largest force on an atom is 3.56 eV/Å. The value obtained for the molar mass is 566.1 g/mol. The gap between HOMO and LUMO (alpha / beta) comes out at 8.05 / 8.03 eV.

***

[2]
This record from the Open Molecules 2025 dataset describes a molecular structure, C21H39Cl3LuN7O3Si in a non-equilibrium geometry. The level of theory is ωB97M-V/def2-TZVPD.

```
! RIJCOSX wB97M-V def2-TZVPD def2/J DEFGRID3
* xyz 0 1
C -3.452 3.299 0.941
C -3.677 1.880 1.353
H -4.371 3.896 0.882
H -2.956 3.334 -0.038
H -2.772 3.767 1.666
C -4.879 1.286 1.405
C -6.187 1.967 1.175
H -4.959 0.238 1.697
H -6.086 2.887 0.585
H -6.695 2.215 2.122
H -6.866 1.292 0.632
Lu 0.163 0.559 -0.448
Cl 1.090 2.276 1.111
Cl 0.320 1.475 -2.735
H 5.522 -1.437 -1.770
H 6.398 0.696 -0.854
C 4.662 -0.918 -2.213
C 5.567 1.234 -1.333
N 4.429 0.326 -1.479
H 3.769 -1.544 -2.164
C 3.248 0.577 -0.930
O 2.277 -0.225 -0.981
H 5.269 2.086 -0.710
H 3.150 1.552 -0.417
H 4.907 -0.685 -3.258
H 5.885 1.592 -2.322
H -3.272 1.359 -1.537
H -4.811 -1.069 -0.659
C -3.218 0.717 -2.427
C -4.534 -1.273 -1.708
N -3.238 -0.689 -2.032
H -2.297 0.955 -2.971
C -2.126 -1.415 -1.824
O -0.964 -0.960 -1.833
H -4.469 -2.363 -1.836
H -2.330 -2.494 -1.650
H -4.107 0.907 -3.043
H -5.303 -0.853 -2.366
O -1.783 0.877 0.353
C -2.391 1.096 1.567
C -2.911 -1.397 1.663
C -2.613 -0.211 2.341
H -2.863 -1.408 0.566
C -3.334 -2.525 2.380
H -1.703 1.721 2.157
C -2.591 -0.190 3.734
H -3.610 -3.444 1.844
C -3.454 -2.449 3.767
C -3.051 -1.295 4.452
H -2.285 0.731 4.233
H -3.837 -3.298 4.336
H -3.107 -1.238 5.538
Si 0.940 4.779 -2.904
Cl -0.694 4.441 -1.596
C 0.983 3.842 -4.544
C 2.435 4.437 -1.835
C 0.851 6.589 -3.473
H 0.575 2.819 -4.472
H 2.032 3.748 -4.871
H 0.433 4.372 -5.329
H 0.077 6.721 -4.242
H 1.808 6.883 -3.927
H 0.641 7.274 -2.646
H 2.371 3.466 -1.322
H 2.509 5.209 -1.061
H 3.359 4.464 -2.433
N 0.070 -3.674 3.389
N 0.484 -3.042 2.232
N 0.526 -3.765 1.081
C 0.464 -2.783 0.178
N 0.293 -1.563 0.724
N 0.203 -1.741 2.056
H 0.271 -3.074 4.180
H 0.471 -4.602 3.412
H 0.555 -2.941 -0.888
*
```

Its largest force on an atom is 2.93 eV/Å. Its energy above the lowest of the compared OMol25 structures with the same formula, charge and spin is 0.0 kcal/mol. The value obtained for the molar mass is 747.0 g/mol. The gap between HOMO and LUMO comes out at 8.35 eV.

***

[3]
This record from the Open Molecules 2025 dataset describes 6 unconnected molecules or ions with the total composition C37H37F3IN2 in a non-equilibrium geometry. The level of theory is ωB97M-V/def2-TZVPD.

```
! RIJCOSX wB97M-V def2-TZVPD def2/J DEFGRID3
* xyz 1 1
F -0.437 -1.106 3.468
C -1.429 -0.378 2.857
F -2.397 -0.113 3.762
F -0.909 0.790 2.393
C -1.993 -1.216 1.677
C -1.195 -1.001 0.334
C 0.296 -1.466 0.377
C 1.465 -0.671 0.017
N 2.764 -1.045 0.061
N 3.099 -2.253 0.454
C 2.100 -3.053 0.766
I 2.723 -5.033 1.391
C 0.661 -2.837 0.794
H -2.010 -2.298 1.934
H -3.040 -0.858 1.502
H -1.197 0.082 0.045
H -1.710 -1.569 -0.474
H 1.268 0.368 -0.344
H 3.524 -0.398 -0.222
H -0.097 -3.592 1.072
C 2.537 4.324 1.459
C 1.588 3.403 1.859
C 0.393 3.296 1.174
C 0.141 4.114 0.077
C 1.096 5.042 -0.327
C 2.298 5.147 0.366
H 3.473 4.397 2.002
H 1.783 2.759 2.710
H -0.344 2.575 1.495
H -0.796 4.025 -0.461
H 0.905 5.678 -1.183
H 3.045 5.866 0.052
C -1.837 -9.433 0.154
C -1.652 -9.539 1.527
C -0.995 -8.531 2.221
C -0.531 -7.411 1.541
C -0.719 -7.303 0.169
C -1.368 -8.316 -0.526
H -2.346 -10.221 -0.386
H -2.020 -10.409 2.057
H -0.845 -8.617 3.290
H -0.022 -6.621 2.083
H -0.357 -6.428 -0.361
H -1.510 -8.235 -1.597
C -2.011 -0.317 -5.116
C -3.259 0.138 -4.708
C -3.369 0.963 -3.595
C -2.229 1.339 -2.895
C -0.981 0.886 -3.306
C -0.872 0.054 -4.413
H -1.927 -0.962 -5.983
H -4.147 -0.149 -5.258
H -4.343 1.313 -3.273
H -2.315 1.986 -2.029
H -0.090 1.181 -2.760
H 0.101 -0.303 -4.731
C 6.850 0.819 -1.199
C 5.624 1.331 -0.789
C 5.554 2.159 0.321
C 6.709 2.487 1.020
C 7.934 1.980 0.609
C 8.005 1.142 -0.498
H 6.906 0.169 -2.064
H 4.720 1.081 -1.340
H 4.596 2.553 0.644
H 6.653 3.138 1.884
H 8.836 2.236 1.152
H 8.960 0.741 -0.815
C -4.500 3.923 -0.597
C -3.861 3.466 0.549
C -4.288 3.889 1.801
C -5.362 4.764 1.907
C -6.003 5.219 0.762
C -5.570 4.802 -0.490
H -4.164 3.595 -1.574
H -3.026 2.777 0.466
H -3.785 3.537 2.694
H -5.699 5.091 2.883
H -6.842 5.900 0.845
H -6.067 5.161 -1.383
*
```

Its largest force on an atom is 4.32 eV/Å. The value obtained for the molar mass is 693.6 g/mol. The gap between HOMO and LUMO comes out at 6.09 eV.

***

| no. | DFT total energy (Eh) |
| --- | --- |
| 1 | -3437.6155 |
| 2 | -4338.4485 |
| 3 | -2138.6158 |